# 1
An isolated ion of composition C5H8N3O and charge +1 in a non-equilibrium geometry, computed with wB97M-V/def2-TZVPD.

The geometry in XYZ format:
```
17
Properties=species:S:1:pos:R:3
C -1.74044 -0.13969 0.98497
N -0.50438 -0.33629 0.35316
C 0.39911 -1.30681 0.64816
C 1.59609 -0.95590 0.01691
N 1.41537 0.21540 -0.58529
N 2.31640 0.84720 -1.38762
C 0.16275 0.62606 -0.35743
C -0.48004 1.91534 -0.94759
O 0.11776 2.54753 -1.78907
H -2.62971 -0.02857 0.32560
H -1.91533 -0.93356 1.68768
H -1.71783 0.58686 1.68877
H 0.34279 -2.16470 1.30337
H 2.57799 -1.38530 -0.02557
H 3.21398 0.56857 -1.16700
H 2.28733 1.80515 -1.33120
H -1.38724 2.15428 -0.32981
```

The structure (SMILES) is Cn1cc[n+](N)c1C=O. The energy relative to the best compared isomer or geometry (same formula, charge and spin) comes out at 210.4 kJ/mol. Its strongest force on any atom is 3.59 eV/A. As for the total charge: +1. The gap between HOMO and LUMO is 9.5 eV. The LUMO energy is -4.750 eV. The multiplicity is 1. The value obtained for the highest occupied orbital energy is -14.2 eV. The value obtained for the electronic energy is -434.51596 Ha.

# 2
C26H24N7O4Ta as an isolated structure, computed with wB97M-V/def2-TZVPD.

The geometry in XYZ format:
```
62
Properties=species:S:1:pos:R:3
Ta 0.02871 -0.10599 0.00951
C -1.92690 3.80489 0.77146
O -2.93304 2.83964 0.26306
C -2.33763 1.73073 0.06242
N -1.08724 1.62197 0.43250
C -0.69479 2.92741 1.07763
C 0.65902 3.34851 0.55457
C 1.73176 2.50551 0.86851
C 3.01416 2.79483 0.41736
C 3.23713 3.94491 -0.33106
C 2.17920 4.79525 -0.61817
C 0.88826 4.49768 -0.18438
C -2.95554 0.56483 -0.58188
C -4.27953 0.39723 -0.94465
C -4.65911 -0.83148 -1.48391
C -3.71484 -1.84778 -1.62683
C -2.41566 -1.58390 -1.23373
N -2.03797 -0.39650 -0.74310
C -1.27197 -2.50427 -1.22277
N -0.16298 -2.07763 -0.67258
C 0.85293 -3.18267 -0.79071
C 0.10495 -4.20134 -1.67653
O -1.28118 -3.67073 -1.73495
C 2.15208 -2.58183 -1.27340
C 2.75781 -1.66522 -0.40367
C 3.93836 -1.02465 -0.76407
C 4.53211 -1.31297 -1.98703
C 3.94445 -2.23967 -2.83643
C 2.74966 -2.86911 -2.48910
H -2.35807 4.28753 1.64277
H -1.78963 4.51869 -0.03495
H -0.63280 2.74706 2.15390
H 1.61530 1.72726 1.61771
H 3.84632 2.17056 0.71676
H 4.24154 4.21289 -0.63221
H 2.35664 5.71803 -1.15529
H 0.09888 5.20180 -0.40793
H -4.99437 1.19752 -0.79667
H -5.68883 -1.00244 -1.77414
H -3.98286 -2.82116 -2.01934
H 0.99116 -3.59981 0.20970
H 0.04702 -5.19951 -1.25401
H 0.43533 -4.24058 -2.70967
H 2.42707 -1.59154 0.62839
H 4.43276 -0.36735 -0.06028
H 5.48265 -0.86770 -2.25031
H 4.42880 -2.50305 -3.76777
H 2.33880 -3.59859 -3.17306
N 2.05250 2.46101 -5.48355
C 2.75999 2.18191 -4.41251
N 4.03736 2.46408 -4.29897
N 2.15675 1.56491 -3.36107
C 1.46527 1.08892 -2.52145
N 0.78667 0.59280 -1.63912
H 2.46813 2.90907 -6.29188
H 1.07575 2.21685 -5.54459
H 4.55369 2.91357 -5.04570
H 4.54341 2.22413 -3.45962
O -1.17937 -0.90122 1.73209
C -0.15378 -0.86727 2.42718
O 0.90948 -0.42290 1.79922
H -0.08488 -1.17042 3.47494
```

The energy relative to the best compared isomer or geometry (same formula, charge and spin) comes out at 0.0 kJ/mol. Its strongest force on any atom is 0.47 eV/A. As for the total charge: +4. The gap between HOMO and LUMO is 6.5 eV. The LUMO energy is -13.511 eV. The multiplicity is 1. The value obtained for the highest occupied orbital energy is -20.0 eV. The value obtained for the electronic energy is -1745.14136 Ha.

# 3
One molecule with the formula C3H4ClF in a non-equilibrium geometry, computed with wB97M-V/def2-TZVPD.

The geometry in XYZ format:
```
9
Properties=species:S:1:pos:R:3
C 0.00937 0.07416 -1.97157
C -0.19268 0.02234 -0.56169
Cl 1.10314 0.90763 0.43615
C -0.74279 -1.12275 0.15492
F -1.27889 -0.70545 1.30674
H -0.84658 -0.41593 -2.58497
H 0.69644 0.70958 -2.35095
H 0.03000 -1.83569 0.51784
H -1.56662 -1.38117 -0.48704
```

The structure (SMILES) is C=C(Cl)CF. The energy relative to the best compared isomer or geometry (same formula, charge and spin) comes out at 126.0 kJ/mol. Its strongest force on any atom is 7.69 eV/A. The gap between HOMO and LUMO is 10.1 eV. The LUMO energy is 0.182 eV. The multiplicity is 1. The value obtained for the highest occupied orbital energy is -9.9 eV. The value obtained for the electronic energy is -676.69350 Ha.

# 4
A 3-piece molecular cluster, C3H13NO3 overall, computed with wB97M-V/def2-TZVPD.

The geometry in XYZ format:
```
20
Properties=species:S:1:pos:R:3
C 1.51365 -2.33584 -0.13538
N 0.18345 -1.75861 0.16420
C -0.23680 -0.79922 -0.87254
C -1.64822 -0.28607 -0.63456
O -1.72322 1.01584 -0.03692
H 2.31121 -1.85447 0.42735
H 1.74371 -2.23060 -1.19522
H 1.48317 -3.39692 0.07217
H 0.31858 -1.21257 1.00837
H 0.46798 0.02737 -0.93253
H -0.19544 -1.30302 -1.84159
H -2.21076 -0.22276 -1.55528
H -2.14716 -0.98910 0.03759
H -1.13116 1.01166 0.74004
O 0.86636 2.35023 -0.68746
H -0.09488 2.25067 -0.57222
H 0.98681 3.29697 -0.82390
O 0.67024 0.98718 1.82390
H 0.92739 1.64029 1.14638
H 0.30476 1.53539 2.52993
```

The structure (SMILES) is CNCCO.O.O. The energy relative to the best compared isomer or geometry (same formula, charge and spin) comes out at 69.0 kJ/mol. Its strongest force on any atom is 0.75 eV/A. The gap between HOMO and LUMO is 9.1 eV. The LUMO energy is 0.459 eV. The multiplicity is 1. The value obtained for the highest occupied orbital energy is -8.7 eV. The value obtained for the electronic energy is -402.55415 Ha.